(1)
8
Properties=species:S:1:pos:R:3:forces:R:3:nbo_charge:R:1 method="wB97M-V/def2-TZVPD" smiles="C1N=NPO1" spin_multiplicity=1 orbital_gap_ev=9.442 relative_energy_kcal_mol=49.7 homo_energy_ev=-9.107
C 0.8979 -0.0300 0.4078 1.2 1.1 1.1 0.01
N 0.2354 1.2928 0.0277 2.1 -0.2 2.0 -0.09
N -0.9402 1.1721 -0.1485 -2.5 0.4 -1.6 -0.39
O 0.0121 -1.0259 0.1934 -1.7 -1.6 -0.5 -0.79
P -1.5433 -0.4938 -0.1078 0.5 -0.9 -0.8 0.95
H 1.7251 -0.0116 -0.3103 0.4 -0.6 0.5 0.19
H 1.1927 -0.1356 1.5386 0.0 1.1 -2.1 0.19
H -1.5798 -0.7679 -1.6009 0.1 0.7 1.4 -0.07



(2)
15
Properties=species:S:1:pos:R:3:forces:R:3:nbo_charge:R:1 method="wB97M-V/def2-TZVPD" smiles="NC=O.CCO" spin_multiplicity=1 orbital_gap_ev=10.876 relative_energy_kcal_mol=42.8 homo_energy_ev=-10.058
C -0.6506 -1.0835 1.6328 0.9 2.4 1.6 -0.08
O -0.5987 0.3604 2.1394 -0.5 -1.7 -0.4 -0.75
C -0.3031 -2.0825 2.6795 0.6 -2.7 0.5 -0.64
H -1.6004 -1.3466 1.1736 0.3 0.5 -0.7 0.18
H 0.2934 -0.9836 1.0948 -0.8 -0.5 -1.3 0.20
H -1.4033 0.6299 2.5988 0.0 -0.4 -0.1 0.46
H 0.6988 -1.8752 3.0574 -0.2 0.2 0.5 0.22
H -1.0130 -2.3382 3.4899 0.2 0.8 -0.3 0.21
H -0.1426 -3.1199 2.2070 -0.4 1.4 0.1 0.21
C 0.1745 1.9493 -3.6457 -0.6 -0.3 1.2 0.52
N 1.4029 2.0988 -3.1139 0.5 0.5 0.6 -0.82
O -0.8390 2.4782 -3.2195 0.8 -0.5 -0.7 -0.59
H 0.2477 1.1331 -4.3681 -0.7 0.2 -0.9 0.10
H 1.5164 2.4686 -2.1893 -0.1 0.5 0.1 0.40
H 2.2171 1.7111 -3.5367 0.1 -0.4 -0.2 0.39



(3)
17
Properties=species:S:1:pos:R:3:forces:R:3:nbo_charge:R:1 method="wB97M-V/def2-TZVPD" spin_multiplicity=2 orbital_gap_ev="7.859 / 7.189" total_charge=+1 homo_energy_ev="-11.955 / -11.994"
O -0.8685 -0.6808 1.3022 -1.1 -0.6 0.6 -0.61
K -2.2940 -1.5269 3.4352 0.0 0.0 0.0 0.99
C 0.3388 -0.4912 1.7573 2.1 2.1 -1.1 0.69
O 1.1806 0.2631 1.3430 -1.5 -1.6 1.2 -0.46
C -1.3568 -0.0510 0.0596 0.5 0.0 -0.4 -0.09
C -2.8269 -0.3627 -0.0035 -0.2 -0.1 0.0 -0.64
H -1.1554 1.0258 0.0815 0.1 -0.3 0.2 0.22
H -0.7555 -0.5151 -0.7300 -0.3 0.2 0.0 0.22
H -3.3708 0.1632 0.7950 0.1 0.0 -0.2 0.20
H -3.2264 -0.0210 -0.9659 0.0 -0.1 0.3 0.26
H -3.0219 -1.4414 0.0895 0.1 0.3 -0.2 0.21
C 2.7344 1.0749 -0.7187 1.4 0.3 -2.3 -0.39
C 3.0145 0.1053 -1.6237 -0.9 0.0 1.7 -0.39
H 1.9644 1.8163 -0.9477 -0.2 -0.5 0.4 0.19
H 3.5187 1.4308 -0.0438 -0.5 -0.4 0.2 0.20
H 2.2668 -0.2156 -2.3522 0.3 0.3 -0.1 0.19
H 3.8580 -0.5738 -1.4777 -0.1 0.4 -0.2 0.20